DFT (the ωB97M-V functional and the def2-TZVPD basis) results for a molecular structure, C26H24DyN4O3S2 at a distorted geometry.

Values from the calculation:
Molecular weight in g/mol: 667.14
Multiplicity: 6
E in eV: -85214.0515
E_LUMO (alpha / beta) in eV: 2.432 / 2.423
<S²>: 9.33
Orbital gap (alpha / beta) in eV: 6.151 / 6.151
Total charge: -1
HOMO energy (alpha / beta) in eV: -3.7 / -3.7

Atoms and positions in Å:
C: -3.4889 2.4563 -0.3058
H: -1.7318 3.4187 5.2040
C: 3.1066 -3.0510 1.2344
N: 1.3753 -0.8587 2.2581
C: -1.9563 2.9849 -2.6422
H: 2.0871 -1.3881 4.1276
H: -4.7003 4.1291 -0.8415
H: -1.2936 5.3880 1.3938
H: -4.8842 2.7497 -1.9138
C: -1.6046 4.5435 3.3720
H: 5.3013 -5.6350 1.7398
H: 3.5236 -3.1002 4.7073
S: -0.5447 -3.2907 -0.8531
C: 3.9587 -4.1552 0.9628
H: -2.0911 5.4205 3.7814
C: 2.1073 -1.6047 3.0571
H: 5.0697 -4.9260 4.0804
C: 3.6725 -3.3802 3.6712
H: 1.6912 -1.5426 -4.9867
H: -0.5404 1.4277 4.3090
H: -1.6621 3.0767 -3.6876
N: -1.5084 -0.4034 0.3041
Dy: 0.7994 -1.1199 -0.0179
C: -1.1523 4.5453 2.0506
N: 0.6873 0.1760 2.7484
C: 1.3852 -2.4101 -4.4044
O: 0.9081 1.1220 0.5977
H: -2.7063 4.8956 -1.8871
C: -0.7479 2.2918 3.6932
C: 0.5481 1.1524 1.8484
S: 0.6177 -0.5388 -2.6277
C: 4.5130 -4.4059 3.3332
C: 1.1709 -4.8214 -4.0834
H: -1.0820 3.1739 -2.0162
H: -2.8125 3.0276 0.3416
H: -4.2379 1.9950 0.3363
C: -0.4945 3.4075 1.5253
C: -3.1109 3.9834 -2.3331
C: 4.6542 -4.7977 1.9841
H: -3.6119 4.2629 -3.2700
O: -0.0810 3.4138 0.2269
C: -1.4058 3.4133 4.1774
C: -2.4080 1.5224 -2.4346
H: 1.3641 -5.8153 -4.4703
C: 1.5722 -3.7057 -4.8739
C: -2.1175 0.4635 -0.2461
H: 2.0559 -3.8559 -5.8429
N: -2.7328 1.3551 -0.9751
C: 2.9399 -2.6850 2.6549
C: -0.2461 2.2773 2.3600
H: -3.2909 1.2640 -3.0348
H: 0.2703 -5.5057 -2.2620
H: 4.0744 -4.4467 -0.0706
H: 0.3811 2.5085 0.1238
O: 2.5076 -2.4012 0.2563
C: 0.7641 -2.1805 -3.1318
C: 0.3139 -3.3396 -2.3386
C: -4.1557 3.3462 -1.3632
C: 0.5781 -4.6428 -2.8457
H: -1.5982 0.8156 -2.7010

Forces on atoms 1 to 3 (eV/Å):
C 0.232 -0.213 -0.201
H -0.154 0.039 0.169
C -0.341 0.496 0.840

In the Mulliken picture, each atom carries the following charge in e: C -0.0956; H 0.3874; C 0.4860; N 0.3548; C -0.2496; H 0.3156; H 0.4345; H 0.4364; H 0.3149; C -0.4369; H 0.3416; H 0.3183; S -0.4220; C -0.5647; H 0.3822; C -0.3406; H 0.4027; C -0.8811; H 0.3553; H 0.4754; H 0.4730; N -0.5696; Dy 0.1260; C -0.4405; N -0.8585; C -0.7357; O -0.7396; H 0.3060; C -0.5279; C 1.0410; S -0.4541; C -0.5478; C -0.4847; H 0.0553; H -0.1038; H 0.5445; C 0.0164; C -0.6597; C -0.4418; H 0.2987; O -0.7090; C -0.6823; C -0.3604; H 0.3329; C -0.4402; C 0.5974; H 0.3022; N 0.0866; C 0.7063; C 0.3835; H 0.2807; H 0.3720; H 0.4556; H 0.4108; O -0.5343; C 0.6956; C 0.6525; C -0.9356; C -0.8138; H -0.1126



DFT (the ωB97M-V functional and the def2-TZVPD basis) results for 2 unconnected molecules or ions with the total composition C4H7FN2O at a distorted geometry.

Values from the calculation:
Molecular weight in g/mol: 118.11
E in eV: -11999.8885
E_LUMO (alpha / beta) in eV: 0.683 / -0.662
ΔE to the lowest compared entry with this formula, charge and spin in kJ/mol: 691.7
Orbital gap (alpha / beta) in eV: 9.757 / 6.283
Total charge: 0
HOMO energy (alpha / beta) in eV: -9.1 / -6.9

Atoms and positions in Å:
F: -1.7327 0.0537 -0.3665
N: 0.4558 -0.2714 3.2233
N: 0.4871 -0.4111 1.8027
H: -0.9198 2.0845 -1.9983
O: 2.2285 -1.8671 1.2482
C: -0.2925 1.2285 -1.9648
H: 1.2643 0.1233 3.6163
C: -0.6339 0.0168 -1.1509
H: -1.9443 0.2630 -3.0307
H: 0.3719 -1.1817 3.8132
H: -0.3055 -0.5531 -3.2104
C: 1.2912 -1.1681 1.2207
H: 0.7713 1.4394 -1.8481
C: -0.9399 -0.0466 -2.6164
H: -0.1014 0.2899 1.2615

Forces on atoms 1 to 3 (eV/Å):
F -0.167 -0.079 0.917
N -1.693 -1.949 2.143
N -2.617 2.755 2.163

In the Mulliken picture, each atom carries the following charge in e: F -0.2805; N -0.7051; N 0.2041; H 0.2704; O -0.3992; C -0.5636; H 0.2382; C 0.3033; H 0.2404; H 0.2719; H 0.3057; C 0.2631; H 0.2176; C -0.6266; H 0.2601



DFT (the ωB97M-V functional and the def2-TZVPD basis) results for 5 unconnected molecules or ions with the total composition C2H13NO4 at a distorted geometry.

Values from the calculation:
Molecular weight in g/mol: 115.13
E in eV: -11962.5913
E_LUMO in eV: 0.519
SMILES: C=CN.O.O.O.O
ΔE to the lowest compared entry with this formula, charge and spin in kJ/mol: 277.4
Orbital gap in eV: 8.604
Total charge: 0
HOMO energy in eV: -8.1

Atoms and positions in Å:
H: 2.4914 1.1216 -0.6411
N: 1.0269 1.1799 2.7748
H: -0.2465 -0.6638 0.7263
H: 2.2418 -0.0340 0.5440
O: -2.7508 -2.7941 -3.3123
H: -1.2123 1.9030 -0.9909
H: -1.5301 -0.9042 1.9906
C: 0.2311 -0.0321 2.7537
H: 1.0937 1.6761 3.6379
H: 0.9090 0.5528 -2.8644
C: -0.5699 -0.5164 1.7786
O: -0.7161 2.3984 -0.2923
O: 1.8718 0.4484 -0.1873
H: -3.2044 -3.4313 -3.9937
H: 0.3465 -0.5194 3.7705
H: -0.8645 1.9798 0.5592
H: 0.9192 1.7353 1.9400
H: 0.9626 -0.6298 -1.9544
O: 0.8578 -0.4140 -2.9412
H: -1.8573 -3.0561 -3.2981

Forces on atoms 1 to 3 (eV/Å):
H -1.128 -2.006 1.739
N -0.324 -2.649 -1.719
H -0.517 1.474 0.529

In the Mulliken picture, each atom carries the following charge in e: H 0.2864; N -0.4146; H 0.2193; H 0.3100; O -0.6414; H 0.3257; H 0.2812; C -0.0160; H 0.2377; H 0.2913; C -0.7887; O -0.6478; O -0.5943; H 0.3295; H 0.2814; H 0.2931; H 0.2263; H 0.3643; O -0.6551; H 0.3117



DFT (the ωB97M-V functional and the def2-TZVPD basis) results for a molecular structure, Cl13Mg8 at a distorted geometry.

Values from the calculation:
Molecular weight in g/mol: 655.33
E in eV: -206353.7278
E_LUMO in eV: -10.600
Orbital gap in eV: 6.033
Total charge: +3
HOMO energy in eV: -16.6

Atoms and positions in Å:
Cl: 2.8941 2.9846 -1.1230
Mg: 0.4689 -3.6034 1.3479
Cl: -1.6915 -0.1440 3.1990
Cl: 1.7169 2.0651 2.3939
Cl: 3.7589 -0.5296 -0.0642
Cl: 1.7716 -2.3759 2.8437
Cl: -1.8300 -3.3334 1.3445
Cl: 1.4860 -3.4128 -0.7252
Cl: -2.1223 -1.1465 -3.3167
Mg: -3.2448 -1.7465 2.1468
Cl: -2.4314 2.7575 1.2855
Cl: -0.2338 0.1129 -0.1132
Mg: -0.5619 0.1343 -2.4974
Cl: -4.2778 -0.4085 0.5842
Mg: -0.4357 1.3447 1.9786
Mg: 1.6138 3.6106 -2.8548
Cl: -0.4210 2.3991 -2.8909
Mg: -4.5234 2.0604 0.7059
Mg: 2.9081 -1.8682 -1.8668
Mg: 3.5921 1.6717 0.7987
Cl: 1.5631 -0.5719 -3.1766

Forces on atoms 1 to 3 (eV/Å):
Cl 0.408 0.211 0.132
Mg 1.118 1.048 0.974
Cl -0.626 -0.540 0.324

In the Mulliken picture, each atom carries the following charge in e: Cl -0.3736; Mg 1.1161; Cl -0.6344; Cl -0.6483; Cl -0.5460; Cl -0.6318; Cl -0.4247; Cl -0.5186; Cl -0.5687; Mg 1.1389; Cl -0.4058; Cl -0.0705; Mg 0.9561; Cl -0.4934; Mg 1.2800; Mg 1.0887; Cl -0.4856; Mg 1.1854; Mg 1.2135; Mg 1.3919; Cl -0.5689